Formula: C48H128O16
Source: OMol25
Level of theory: ωB97M-V/def2-TZVPD

Structure (XYZ):
```
192
Properties=species:S:1:pos:R:3:forces:R:3:lowdin_charge:R:1
O 26.53096 13.73511 -13.07481 0.0 -0.1 0.2 -0.05
O 19.40166 12.11760 -17.60232 -0.2 0.1 0.0 -0.09
O 25.91490 6.43143 -12.37581 0.0 0.4 -0.4 -0.07
O 23.21615 15.19810 -10.44381 0.5 0.0 -0.3 -0.07
O 23.73709 9.27653 -17.06836 -0.5 0.0 0.1 -0.09
O 21.80308 12.07579 -21.53930 -0.5 -0.1 0.1 -0.05
O 18.13360 14.40321 -16.20543 -0.2 0.5 0.4 -0.07
O 14.88866 8.22280 -14.98009 -0.1 -0.1 0.1 -0.05
O 23.53076 5.68573 -10.97975 -0.2 0.5 0.3 -0.07
O 21.37204 10.67569 -16.19798 -0.6 0.1 -0.1 -0.07
O 23.39184 8.69400 -7.18789 -0.6 0.1 0.0 -0.06
O 25.71985 12.05898 -15.29162 0.0 0.1 0.0 -0.07
O 20.44347 14.61445 -10.15964 -0.3 0.1 -0.8 -0.06
O 15.91741 9.68550 -12.56267 -0.4 -0.3 0.3 -0.07
O 17.99858 5.23157 -10.79375 0.3 0.0 -0.4 -0.06
O 19.14734 3.69532 -18.12729 0.6 -0.2 0.2 -0.04
C 24.24974 6.90528 -16.93285 0.7 -1.3 -0.1 -0.05
C 19.56081 13.68163 -14.41803 0.0 0.4 0.0 -0.03
C 25.21709 12.95057 -16.29881 0.5 -0.2 0.6 -0.48
C 22.06721 3.78971 -10.93176 -0.1 -0.9 -0.6 -0.05
C 16.34966 11.03905 -12.41537 0.3 0.6 -0.9 -0.45
C 18.46993 11.12264 -18.03798 0.3 -0.3 -0.2 -0.47
C 18.14064 5.27450 -12.23357 -0.6 0.0 0.7 -0.47
C 21.11362 10.25485 -14.85758 0.3 -0.5 0.5 -0.44
C 24.75198 8.38453 -13.16600 0.3 0.6 -0.3 -0.05
C 23.79379 10.80519 -21.22543 0.3 -0.1 0.5 -0.05
C 23.45158 17.48625 -11.21803 -0.8 -0.1 0.3 -0.05
C 26.57990 8.50415 -11.40972 0.4 -0.1 -0.3 -0.04
C 18.80368 6.58380 -12.65066 -0.2 -1.2 -0.4 -0.05
C 23.95311 13.62453 -15.81109 -1.5 -0.3 -1.2 -0.05
C 25.11964 12.21582 -11.81652 0.1 0.4 -0.5 -0.03
C 20.51301 12.98923 -8.46898 -0.8 -0.8 0.6 -0.06
C 22.38698 7.77108 -18.37631 0.4 0.3 -0.6 -0.03
C 23.76069 10.99864 -7.86015 -0.6 0.5 -0.2 -0.05
C 17.23537 8.12618 -15.54757 0.9 0.4 0.2 -0.05
C 20.25044 15.50355 -16.01772 0.3 0.7 0.3 -0.05
C 15.40341 8.31501 -17.28979 0.5 -0.6 0.7 -0.04
C 26.08330 7.82503 -12.68344 -0.8 -0.4 0.7 -0.46
C 23.77170 8.03424 -17.81719 0.1 0.6 0.9 -0.44
C 18.88242 6.02751 -18.46016 1.2 0.0 0.5 -0.05
C 21.18223 12.34959 -10.80420 -0.2 0.9 -0.1 -0.05
C 20.24626 13.21431 -9.95571 1.2 0.5 0.9 -0.46
C 22.47829 11.26318 -20.58929 1.0 -0.1 -0.4 -0.49
C 23.65806 9.55371 -8.31493 1.6 -0.7 0.7 -0.48
C 15.87590 8.69659 -15.88470 -0.3 0.0 -0.5 -0.49
C 16.23132 11.68587 -13.79712 -0.2 0.1 -0.3 -0.05
C 22.39071 5.20956 -12.98170 -0.7 0.9 -0.5 -0.04
C 23.56148 16.01144 -11.58352 0.1 0.4 0.4 -0.47
C 16.76545 5.09907 -12.85555 -0.3 0.6 -0.4 -0.05
C 26.26448 13.98159 -16.69387 0.0 -0.3 0.0 -0.05
C 22.67072 12.01286 -19.28830 0.1 1.2 0.4 -0.05
C 18.94810 10.55151 -19.37946 -0.3 0.3 0.4 -0.03
C 19.71676 4.94232 -17.75050 -0.6 1.0 0.0 -0.48
C 22.63359 9.23229 -9.36977 -0.3 0.6 0.0 -0.04
C 27.45739 12.85987 -10.97262 0.2 -0.6 0.4 -0.04
C 26.22570 13.27179 -11.76227 -0.8 0.2 0.8 -0.47
C 21.10217 8.72592 -14.81400 1.1 0.3 -0.4 -0.04
C 22.23849 10.80189 -14.00330 0.8 0.6 0.6 -0.05
C 17.10027 11.75599 -18.07074 -0.3 0.3 -0.5 -0.04
C 17.78959 11.04881 -11.89871 -0.7 0.6 -0.2 -0.04
C 19.09678 14.87591 -15.24977 0.2 -0.9 -0.8 -0.46
C 19.69828 5.14781 -16.24026 -0.5 -0.4 0.3 -0.06
C 22.64291 15.60844 -12.70651 -0.3 -0.1 -0.7 -0.06
C 22.27474 5.20807 -11.46991 0.2 -1.3 0.2 -0.46
H 19.89373 6.18550 -15.96544 0.2 -0.1 0.0 0.05
H 18.21775 3.74599 -17.87428 0.1 -0.1 -0.1 0.09
H 21.13601 3.32578 -11.27369 -0.2 0.5 0.1 0.08
H 15.68816 11.61500 -11.75988 -0.1 -0.3 0.2 0.14
H 21.36899 14.80479 -10.38304 -0.1 -0.3 0.3 0.04
H 21.63055 9.42063 -8.97733 0.0 -0.1 0.0 0.09
H 20.93064 8.32207 -13.81716 -0.4 0.0 -0.1 0.07
H 22.34543 10.43076 -12.97858 -0.4 -0.5 -0.2 0.07
H 18.06134 6.14663 -10.50345 -0.1 -0.1 0.2 0.07
H 23.39932 4.98787 -13.32449 0.0 -0.4 0.2 0.09
H 20.47272 13.95371 -13.88042 -0.1 -0.2 0.2 0.06
H 27.48305 7.96370 -11.12154 0.1 0.2 0.2 0.08
H 26.81344 9.56199 -11.54931 0.0 0.0 0.0 0.05
H 22.75325 9.89762 -10.22699 0.1 -0.1 -0.1 0.06
H 24.50065 8.24218 -18.60560 -0.1 -0.5 -0.3 0.13
H 16.23390 4.21842 -12.50087 0.3 -0.3 -0.1 0.08
H 21.06584 15.82615 -15.36030 0.0 -0.3 0.1 0.06
H 20.14807 10.62219 -14.50255 0.0 0.3 -0.5 0.13
H 19.95023 16.42392 -16.52320 -0.2 -0.2 -0.2 0.08
H 18.70520 4.89713 -15.84474 -0.1 0.1 -0.1 0.07
H 16.08651 5.93137 -12.63658 0.3 0.2 0.2 0.08
H 18.75728 13.39985 -13.73781 0.2 -0.1 0.1 0.06
H 24.65005 9.20785 -8.63892 0.0 0.3 -0.5 0.12
H 20.76556 5.00653 -18.05175 -0.1 -0.5 -0.4 0.13
H 22.02579 8.67517 -18.87132 -0.1 0.0 0.1 0.06
H 15.44674 7.22657 -17.40141 -0.2 0.0 0.1 0.08
H 18.74898 4.41658 -12.53183 0.2 0.0 0.2 0.13
H 20.32309 11.94052 -8.19984 -0.2 0.1 0.0 0.07
H 24.31530 10.10534 -20.56323 0.0 0.0 -0.1 0.07
H 18.02686 8.44129 -16.23748 -0.3 -0.1 -0.3 0.06
H 23.34817 11.56463 -18.55978 -0.2 -0.5 -0.1 0.06
H 22.71796 8.19656 -9.69049 0.0 0.0 0.0 0.07
H 18.19870 9.88541 -19.81044 0.1 -0.1 0.0 0.08
H 21.61380 15.95554 -12.58010 0.1 0.3 0.2 0.09
H 25.91901 14.59694 -17.52612 -0.2 0.2 0.3 0.08
H 22.22439 11.88470 -13.84822 -0.4 0.1 -0.4 0.06
H 24.61888 15.87723 -11.84346 -0.1 -0.6 -0.2 0.12
H 18.03029 7.35086 -12.61198 0.4 0.4 0.0 0.07
H 24.03418 11.72518 -8.63236 -0.2 -0.4 -0.4 0.06
H 26.44217 14.56511 -15.78790 0.3 0.4 -0.3 0.07
H 21.67186 7.44740 -17.62254 0.1 0.1 0.2 0.06
H 15.77274 9.30573 -11.68825 0.0 0.0 -0.1 0.10
H 18.58962 13.74463 -16.75310 0.0 -0.1 0.0 0.04
H 17.87171 5.90768 -18.06746 -0.2 0.3 -0.4 0.07
H 19.19867 13.01107 -10.17209 0.0 0.0 -0.1 0.12
H 23.59982 14.32758 -16.57497 0.2 0.2 0.1 0.08
H 23.13704 12.89438 -15.78740 0.1 -0.1 0.3 0.06
H 15.09075 8.57505 -14.10144 0.1 0.1 -0.1 0.05
H 18.98462 5.92052 -19.53844 -0.5 -0.3 0.0 0.08
H 22.35748 12.84914 -21.69259 -0.1 0.0 0.0 0.09
H 22.14945 10.17963 -16.50928 0.1 0.1 0.0 0.05
H 24.41224 7.88005 -14.07230 -0.1 -0.1 0.1 0.06
H 18.60416 15.59228 -14.59276 -0.1 0.1 -0.2 0.14
H 19.76245 12.83747 -15.07787 0.1 0.0 0.0 0.06
H 25.02306 12.27993 -17.13950 -0.3 0.2 -0.1 0.12
H 25.86301 8.40395 -10.59271 -0.2 0.0 -0.1 0.07
H 26.83060 7.90633 -13.47485 0.0 -0.1 0.0 0.14
H 21.89824 10.35154 -20.42645 -0.4 0.3 -0.1 0.11
H 23.01668 16.00902 -13.65152 -0.1 0.1 0.0 0.08
H 16.29710 11.06612 -18.33466 0.2 -0.3 0.2 0.07
H 20.47150 8.31537 -15.60161 -0.4 0.0 0.3 0.06
H 19.16613 6.42437 -13.66902 -0.1 0.5 -0.1 0.06
H 22.46189 7.00059 -19.14530 -0.1 -0.1 0.1 0.09
H 20.64576 14.80458 -16.75606 0.0 -0.1 0.0 0.08
H 25.08714 7.12520 -16.26505 0.0 0.5 -0.2 0.08
H 16.13900 12.77261 -13.74517 0.3 0.0 0.2 0.09
H 27.30571 13.01257 -9.90040 -0.2 0.1 -0.1 0.08
H 21.43591 5.82430 -11.12840 0.2 0.2 0.0 0.12
H 18.25129 12.00524 -12.15131 0.1 -0.1 0.1 0.06
H 21.72960 12.29758 -18.81191 -0.1 -0.5 0.0 0.07
H 15.89462 9.79040 -15.84181 0.2 0.0 0.0 0.11
H 16.85504 5.11582 -13.94628 -0.1 -0.4 0.0 0.07
H 25.73141 14.09075 -11.21540 0.3 0.2 -0.1 0.11
H 19.14247 11.36093 -20.08438 0.0 0.0 0.0 0.09
H 17.61727 8.50634 -14.59449 -0.4 -0.1 0.2 0.06
H 21.21474 12.74905 -11.82091 -0.1 -0.2 -0.1 0.05
H 21.64584 4.56350 -13.45178 0.2 -0.3 0.1 0.07
H 23.70251 18.12197 -12.06622 0.1 0.1 0.1 0.09
H 16.09439 8.69051 -18.04436 -0.3 0.4 -0.1 0.06
H 24.84328 9.44527 -13.41847 0.1 0.0 0.0 0.05
H 24.85233 11.91321 -10.80458 0.1 -0.2 0.0 0.07
H 17.06915 12.51147 -18.86229 0.1 0.2 0.1 0.09
H 23.10064 13.01219 -19.45953 0.2 -0.2 -0.4 0.09
H 24.62684 6.09702 -17.57295 0.0 0.1 0.0 0.09
H 23.94197 15.26846 -9.81435 -0.2 0.0 0.2 0.10
H 17.78807 10.95671 -10.81224 0.3 -0.4 0.0 0.08
H 23.50718 6.40902 -16.30190 -0.4 0.5 -0.1 0.08
H 22.10386 3.67350 -9.84694 0.0 0.4 0.0 0.08
H 17.23026 7.03641 -15.49842 -0.2 0.0 -0.1 0.07
H 23.97830 8.31685 -12.39670 0.0 -0.2 0.1 0.08
H 17.06603 11.46139 -14.46630 0.1 -0.1 0.2 0.07
H 22.81754 3.10638 -11.34447 0.3 0.3 0.1 0.09
H 27.19260 13.53376 -17.05212 0.0 -0.2 0.3 0.08
H 24.51083 11.19129 -7.09043 -0.1 -0.5 0.2 0.08
H 23.97082 8.93414 -6.45942 0.1 0.1 0.0 0.08
H 23.62571 10.31239 -22.18155 -0.1 0.0 0.0 0.08
H 16.84688 12.23799 -17.12716 0.1 0.0 0.0 0.07
H 14.36901 8.63168 -17.39459 0.1 0.2 -0.4 0.08
H 22.42312 17.70027 -10.91107 0.0 0.0 -0.2 0.09
H 22.77162 11.28764 -7.49636 0.1 0.2 0.2 0.07
H 24.60867 9.42927 -16.68663 0.0 0.1 0.1 0.10
H 23.18413 10.60780 -14.51708 0.0 -0.1 0.1 0.07
H 19.26551 7.02996 -18.24263 -0.2 0.0 0.2 0.06
H 18.30425 10.24733 -12.42749 0.3 0.0 0.3 0.08
H 19.87943 10.01673 -19.18812 0.0 -0.1 -0.2 0.06
H 28.37262 13.39755 -11.22653 -0.2 0.2 -0.2 0.08
H 24.05845 17.72124 -10.34204 0.3 0.0 -0.2 0.08
H 27.15127 14.46228 -12.95097 0.0 -0.1 -0.3 0.10
H 18.49904 10.29676 -17.31687 -0.2 0.1 0.1 0.11
H 22.14798 6.19963 -13.38610 0.2 0.1 0.1 0.06
H 20.21323 11.65563 -17.34057 0.0 0.0 0.3 0.04
H 24.22809 12.66744 -12.26104 0.0 0.0 0.0 0.07
H 19.68355 6.77141 -12.03763 -0.1 0.3 0.2 0.06
H 25.03296 6.35802 -11.97194 0.3 -0.3 0.1 0.03
H 27.67984 11.79288 -11.06359 0.0 0.1 -0.3 0.07
H 20.37829 4.47316 -15.71677 0.2 0.1 -0.1 0.08
H 21.51590 13.19174 -8.08940 0.2 0.2 -0.7 0.07
H 23.94055 14.14225 -14.85304 0.7 -0.1 0.1 0.06
H 22.12751 8.43819 -15.08394 -0.1 -0.2 0.1 0.07
H 22.18939 12.46352 -10.39613 0.1 -0.3 0.0 0.06
H 19.84689 13.62400 -7.88212 -0.1 -0.1 0.0 0.08
H 23.56688 5.53473 -10.02782 0.0 0.1 -0.1 0.10
H 20.87842 11.30480 -10.83043 0.0 0.0 0.1 0.07
H 22.53173 14.53028 -12.84120 0.4 -0.1 0.2 0.06
H 25.93981 12.59951 -14.51298 0.1 -0.1 -0.2 0.04
H 15.32677 11.36058 -14.31532 -0.1 -0.2 0.2 0.08
H 25.36047 11.35302 -12.43909 0.2 -0.1 0.2 0.06
H 24.48159 11.63975 -21.39470 -0.1 0.1 0.0 0.08
```
Forces are in eV/Å.

## Properties
- charge = 0
- 2S+1 = 1
- energy above the lowest of the compared OMol25 structures with the same formula, charge and spin (kcal per mole) = 43.2
- frontier orbital gap (eV) = 9.523